(1)
# C48H62N10O6

A cluster of 12 separate species, C48H62N10O6 in total in a non-equilibrium geometry (the ωB97M-V functional and the def2-TZVPD basis, OMol25).

Output
Energy   -2865.21172 Eh
2S+1   1
Structure (SMILES)   C[C@H]1COC(=O)O1.C[C@H]1COC(=O)O1.c1cc[nH]c1.c1cc[nH]c1.c1cc[nH]c1.c1cc[nH]c1.c1cc[nH]c1.c1cc[nH]c1.c1cc[nH]c1.c1cc[nH]c1.c1cc[nH]c1.c1cc[nH]c1
LUMO energy   0.55 eV
Kohn-Sham gap   8.41 eV
Energy relative to the best compared isomer or geometry (same formula, charge and spin)   0.0 kcal/mol
Highest occupied orbital energy   -7.86 eV

Each line ends with the Mulliken charge.
Atoms and positions in Å:
C (6.146371, -2.896011, -0.044377)  -1.45
C (5.385727, -2.930591, 1.253454)  0.39
C (5.756832, -1.797546, 2.229956)  -0.59
O (4.518152, -1.271492, 2.652930)  -0.32
C (3.541370, -1.688111, 1.829052)  0.07
O (2.411369, -1.302822, 1.856733)  0.22
O (3.998756, -2.615627, 0.984763)  -0.36
H (5.805352, -3.753166, -0.634749)  0.39
H (7.197251, -3.152005, 0.120789)  0.42
H (6.047475, -1.965753, -0.594734)  0.31
H (5.379542, -3.928090, 1.691479)  0.32
H (6.288268, -1.039008, 1.648963)  0.29
H (6.381327, -2.144693, 3.047393)  0.33
C (-3.072301, 1.027097, 0.329474)  -1.26
C (-1.879093, 0.189244, 0.713733)  1.87
C (-1.160010, -0.466454, -0.493878)  1.53
O (0.175419, 0.012713, -0.377226)  0.81
C (0.322704, 0.755605, 0.737324)  -0.17
O (1.346222, 1.263676, 1.064237)  -0.24
O (-0.865361, 0.980112, 1.326813)  -0.21
H (-3.602839, 1.477036, 1.168772)  0.11
H (-3.824207, 0.379324, -0.141145)  0.30
H (-2.821787, 1.786147, -0.414384)  0.22
H (-2.217960, -0.599301, 1.388950)  -0.88
H (-1.612569, -0.183343, -1.442351)  -1.11
H (-1.168376, -1.539376, -0.328601)  -0.75
C (2.356749, -1.800042, -4.469689)  -0.98
C (3.310876, -2.275123, -3.516620)  -0.80
C (3.189193, -1.501880, -2.389462)  -0.84
N (2.139899, -0.642513, -2.594379)  0.75
C (1.647183, -0.809782, -3.847682)  -0.55
H (2.300728, -2.130192, -5.493275)  0.46
H (3.994881, -3.093802, -3.670312)  0.46
H (3.650015, -1.526336, -1.417092)  0.75
H (1.811381, 0.092897, -1.988549)  -0.25
H (0.743500, -0.340560, -4.201382)  0.64
C (-1.862767, 1.701959, -5.408910)  -0.45
C (-1.919681, 1.322934, -6.785843)  -0.70
C (-2.058222, -0.035205, -6.831216)  -0.81
N (-1.975789, -0.520427, -5.545145)  0.12
C (-1.896756, 0.542208, -4.685471)  -0.58
H (-1.893500, 2.686767, -4.973973)  0.56
H (-1.964138, 2.013054, -7.611413)  0.42
H (-2.166703, -0.704178, -7.667696)  0.48
H (-2.006205, -1.465170, -5.201188)  0.28
H (-1.886115, 0.367094, -3.622003)  0.55
C (0.427046, 1.111947, 5.911915)  -0.99
C (0.111907, -0.270626, 6.089304)  -0.64
C (0.593844, -0.939956, 4.994875)  -0.52
N (1.216182, -0.039466, 4.183697)  0.62
C (1.081368, 1.213025, 4.712196)  -0.38
H (0.273929, 1.871195, 6.661182)  0.50
H (-0.443412, -0.719857, 6.896475)  0.49
H (0.393455, -1.960079, 4.710718)  0.49
H (1.578984, -0.231006, 3.259471)  -0.03
H (1.413048, 2.064792, 4.140496)  0.59
C (-2.004488, 4.604168, 0.271211)  -0.08
C (-2.214794, 5.997033, 0.375704)  -1.03
C (-1.946007, 6.544026, -0.849941)  -0.46
N (-1.548879, 5.538156, -1.667057)  0.07
C (-1.549906, 4.345910, -0.996791)  -0.58
H (-2.117220, 3.853708, 1.038950)  0.76
H (-2.536286, 6.537220, 1.250775)  0.42
H (-1.962452, 7.575688, -1.155000)  0.40
H (-1.284298, 5.655896, -2.629032)  0.21
H (-1.223561, 3.471895, -1.524724)  0.38
C (1.562933, 3.204764, -1.764873)  -0.49
C (0.749618, 2.500308, -2.704829)  0.70
C (1.357236, 2.550965, -3.927843)  -1.10
N (2.494038, 3.304518, -3.778317)  0.01
C (2.611658, 3.703381, -2.464187)  -1.24
H (1.361984, 3.257449, -0.708350)  0.63
H (-0.160957, 1.937394, -2.558885)  0.12
H (1.138682, 2.259671, -4.942006)  0.55
H (3.038520, 3.692030, -4.527534)  0.24
H (3.450556, 4.344580, -2.247720)  0.53
C (-3.097098, -3.895851, 4.821295)  -1.11
C (-2.785187, -2.505380, 4.771551)  0.24
C (-3.351204, -2.030873, 3.623178)  -0.55
N (-4.012870, -3.049117, 2.998028)  0.06
C (-3.896084, -4.188077, 3.754980)  -0.66
H (-2.845201, -4.588901, 5.608041)  0.43
H (-2.128621, -1.949105, 5.420035)  0.58
H (-3.455168, -1.008616, 3.297771)  0.21
H (-4.642537, -2.896662, 2.230439)  0.24
H (-4.463183, -5.062680, 3.485862)  0.45
C (4.664502, 1.686178, 0.947455)  0.05
C (5.945264, 2.255421, 1.125482)  -1.15
C (6.500330, 2.328675, -0.129963)  -0.72
N (5.639258, 1.739925, -1.011777)  -0.03
C (4.497701, 1.325851, -0.359697)  -0.33
H (3.901236, 1.463787, 1.679881)  0.55
H (6.390126, 2.610240, 2.038389)  0.45
H (7.410810, 2.730199, -0.544423)  0.48
H (5.722011, 1.742542, -2.013134)  0.24
H (3.650921, 0.929581, -0.886042)  0.51
C (-3.948579, 1.684828, 4.039353)  -0.47
C (-4.154324, 3.091833, 4.129991)  -0.85
C (-2.940906, 3.663833, 4.416893)  -0.70
N (-2.036979, 2.651447, 4.601938)  0.30
C (-2.626414, 1.461253, 4.331179)  -0.18
H (-4.618026, 0.961153, 3.603360)  0.60
H (-5.016789, 3.642409, 3.788170)  0.39
H (-2.683214, 4.689272, 4.618472)  0.46
H (-1.079043, 2.770860, 4.883917)  0.13
H (-2.097351, 0.523048, 4.291433)  0.36
C (-3.857826, -3.448203, -2.504290)  -0.77
C (-4.129597, -2.129455, -2.059775)  0.35
C (-4.585945, -1.414400, -3.140978)  -0.91
N (-4.509607, -2.230761, -4.225917)  0.06
C (-4.043601, -3.471379, -3.859669)  -0.79
H (-3.554110, -4.276468, -1.887700)  0.53
H (-4.019680, -1.772572, -1.048454)  0.51
H (-4.809165, -0.371762, -3.295371)  0.45
H (-4.786373, -2.040616, -5.172334)  0.21
H (-3.917560, -4.249506, -4.592294)  0.41
C (-0.828277, -4.569806, -0.611980)  -0.96
C (0.167402, -3.606773, -0.324855)  -0.20
C (0.073648, -3.340847, 1.025439)  -0.92
N (-0.952758, -4.067913, 1.535244)  0.13
C (-1.508116, -4.838354, 0.548035)  -0.71
H (-1.107099, -4.955652, -1.579777)  0.58
H (0.884640, -3.096944, -0.949726)  0.64
H (0.722345, -2.735232, 1.636703)  0.84
H (-1.161272, -4.168844, 2.515806)  0.22
H (-2.375313, -5.449583, 0.727892)  0.44

Force components x, y, z for each atom (eV/Å):
0.267 -1.385 -0.044
-0.397 0.732 0.051
0.642 -0.462 -1.044
-0.392 0.172 0.475
0.389 -0.209 0.068
-0.010 0.027 0.070
-0.174 -0.100 -0.286
-0.211 0.381 -0.290
0.052 0.427 0.183
-0.053 0.101 0.075
0.195 0.032 0.133
0.009 0.202 0.275
-0.253 0.151 0.288
-0.586 -0.094 -0.409
-0.654 -0.154 -0.548
-0.514 0.076 1.059
0.223 -0.226 -0.072
-0.441 0.786 -0.568
0.295 -0.066 0.269
0.227 -0.328 0.340
0.401 0.153 0.165
0.207 -0.073 -0.042
0.089 0.113 0.163
0.335 0.116 0.298
0.231 0.019 -0.106
0.119 -0.113 -0.535
0.609 -0.360 0.426
0.190 0.230 -0.272
-0.601 -0.036 0.228
0.031 0.257 -0.204
-0.444 -0.332 -0.595
-0.362 -0.064 0.031
0.124 0.085 0.064
0.188 -0.135 -0.063
0.028 -0.193 0.242
0.192 0.441 0.100
-0.104 -0.326 -0.041
-0.550 0.459 0.374
0.527 -0.583 0.047
-0.253 0.657 0.175
0.111 -0.159 0.210
0.226 0.086 -0.147
0.037 -0.140 -0.132
0.086 0.008 -0.031
-0.070 -0.092 -0.383
0.010 0.053 -0.002
0.141 -0.564 0.408
-0.006 0.198 -0.084
-0.345 -0.052 0.158
-0.542 0.285 -0.235
0.227 0.032 -0.190
-0.106 0.208 -0.186
0.055 0.061 0.081
0.412 -0.054 -0.092
0.090 -0.082 0.023
0.213 0.026 0.157
0.374 -0.680 0.154
-0.291 0.154 0.151
0.020 0.309 0.442
0.272 -0.027 -0.599
-0.372 0.464 -0.193
-0.016 0.128 0.095
-0.031 -0.011 -0.012
-0.033 -0.030 -0.167
0.075 -0.061 0.064
-0.104 -0.201 0.210
-0.610 -0.450 0.113
-0.174 -0.699 -0.407
0.720 1.024 -0.543
-0.228 0.046 0.534
0.763 0.412 -0.891
0.157 0.214 0.034
0.041 0.065 0.317
-0.511 -0.431 0.245
0.036 -0.182 -0.022
-0.087 -0.075 0.545
-0.044 -0.086 0.574
0.469 -0.451 -0.403
-0.292 0.543 0.131
-0.175 0.285 0.303
-0.245 0.082 -0.568
0.081 0.012 -0.029
-0.179 0.024 0.121
0.178 -0.076 -0.240
0.025 -0.235 -0.023
0.224 -0.161 0.019
-0.868 -0.992 0.645
0.132 0.354 -0.466
0.174 -0.216 -0.466
-0.673 -0.218 -0.241
0.727 0.763 -0.083
0.195 0.197 0.170
-0.028 0.044 0.034
0.155 0.045 0.416
0.191 -0.019 0.047
-0.017 -0.049 -0.007
0.252 0.396 -0.392
0.108 0.155 -0.916
-0.210 -0.210 0.724
0.067 0.393 -0.199
-0.325 -0.612 -0.114
-0.197 -0.061 0.366
-0.145 -0.053 0.323
0.062 0.020 -0.094
-0.035 -0.189 -0.076
0.311 0.159 0.251
0.379 -0.103 -0.001
-0.416 0.022 0.125
0.510 0.316 -0.153
0.213 -0.808 -0.501
-0.423 0.212 0.149
0.169 0.028 -0.023
-0.090 0.042 -0.024
-0.182 0.003 0.267
-0.042 0.414 0.107
-0.088 -0.079 0.048
-0.411 0.064 -0.513
0.215 0.238 0.762
0.442 0.028 -0.273
-0.189 -0.456 0.300
0.041 0.265 0.023
0.162 -0.061 -0.016
-0.054 -0.264 -0.294
-0.177 0.068 0.038
-0.144 0.167 -0.012
0.057 -0.100 0.075

***

(2)
# C13H29ClNO4S3

A cluster of 3 separate species, C13H29ClNO4S3 in total in a non-equilibrium geometry (the ωB97M-V functional and the def2-TZVPD basis, OMol25).

Output
Energy   -2522.87883 Eh
2S+1   1
LUMO energy   -3.67 eV
Kohn-Sham gap   8.59 eV
Total charge   +1
Highest occupied orbital energy   -12.26 eV

Each line ends with the Mulliken charge.
Atoms and positions in Å:
C (1.483824, -1.515918, -1.061153)  -1.14
C (1.578157, -0.947861, 0.379235)  -0.12
C (0.619380, -1.595635, 1.400044)  -0.33
Cl (-1.074060, -1.092362, 0.954476)  -0.06
S (0.614658, -3.430988, 1.351014)  0.04
C (1.671172, -4.137606, 2.661516)  -0.71
C (1.697506, -5.694017, 2.409252)  -0.41
N (2.602306, -6.019867, 1.291493)  -0.58
H (1.311436, -0.712635, -1.783435)  0.27
H (2.451063, -1.956393, -1.342333)  0.31
H (0.721964, -2.296579, -1.182401)  0.41
H (1.302018, 0.113893, 0.339732)  -0.03
H (2.597722, -0.964147, 0.793361)  0.50
H (0.776945, -1.191957, 2.406074)  0.46
H (-0.659690, -3.772875, 1.732432)  0.32
H (1.314584, -3.896395, 3.673748)  0.46
H (2.699216, -3.749934, 2.620588)  0.40
H (1.919478, -6.236914, 3.331255)  0.34
H (0.670655, -5.948579, 2.089341)  0.30
H (2.026380, -6.230183, 0.486290)  0.30
H (3.110013, -5.191663, 1.004922)  0.25
C (3.196020, 4.542140, -1.495377)  -0.57
C (3.346319, 4.079223, -0.043155)  -0.76
C (3.100238, 2.567080, -0.017197)  -0.46
S (3.573586, 1.953158, -1.635815)  1.21
O (2.392069, 1.446109, -2.297355)  -0.64
O (4.772463, 1.158349, -1.511054)  -0.70
C (3.988190, 3.543599, -2.332371)  -0.73
H (3.561111, 5.558388, -1.635475)  0.36
H (2.142442, 4.519500, -1.784571)  0.30
H (4.359758, 4.292449, 0.303880)  0.31
H (2.657563, 4.600539, 0.620723)  0.34
H (3.701946, 2.070992, 0.742107)  0.39
H (2.046021, 2.336377, 0.133390)  0.22
H (3.725935, 3.560002, -3.388029)  0.40
H (5.061512, 3.688372, -2.209261)  0.34
C (-5.539906, -0.136554, -0.101579)  -0.71
C (-6.422437, 0.605261, -1.111454)  -0.64
C (-6.261810, 2.106826, -0.844978)  -0.64
S (-4.625276, 2.319501, -0.146563)  1.17
O (-4.757352, 2.776793, 1.215222)  -0.66
O (-3.778483, 2.997224, -1.098526)  -0.67
C (-4.196817, 0.585232, -0.118868)  -0.38
H (-5.431374, -1.191100, -0.355323)  0.33
H (-5.984955, -0.073142, 0.894483)  0.35
H (-6.089160, 0.373291, -2.125733)  0.30
H (-7.465984, 0.302631, -1.033793)  0.33
H (-6.337225, 2.692817, -1.757880)  0.35
H (-6.984954, 2.465041, -0.114089)  0.36
H (-3.581284, 0.375072, 0.753920)  0.13
H (-3.642742, 0.366360, -1.032730)  0.36

Force components x, y, z for each atom (eV/Å):
0.690 -0.095 0.061
-0.077 -0.350 -0.171
-0.815 1.469 -0.261
0.568 -0.566 0.215
0.329 -0.190 -0.324
0.095 -0.957 1.195
-0.492 1.104 -1.079
-0.687 0.306 0.215
-0.116 -0.183 0.224
-0.305 0.031 0.057
0.045 0.299 0.068
-0.054 -0.267 0.295
-0.199 -0.217 -0.202
0.020 -0.541 -0.101
0.708 0.449 0.311
-0.275 0.075 -0.463
-0.399 0.214 -0.515
0.146 0.254 -0.103
0.287 -0.349 0.480
0.178 -0.383 -0.122
0.414 -0.110 0.130
-0.128 -0.052 0.042
0.056 0.120 0.030
-0.096 0.203 0.415
0.402 0.323 -0.046
0.115 -0.244 0.138
-0.384 -0.244 -0.075
-0.058 0.372 -0.124
-0.004 -0.028 -0.017
0.036 0.017 -0.035
-0.019 -0.028 -0.016
0.017 -0.031 -0.003
-0.008 -0.125 -0.105
-0.001 0.001 -0.114
0.024 -0.165 0.005
-0.005 -0.104 -0.004
-0.086 0.016 0.046
0.022 -0.060 -0.056
-0.397 -0.194 -0.192
0.063 0.175 -0.166
0.165 0.028 -0.186
-0.028 0.024 0.348
-0.021 -0.487 0.004
-0.010 0.019 0.007
0.049 -0.010 -0.004
0.005 0.012 0.030
0.021 0.026 -0.010
0.092 0.117 0.096
0.115 0.049 0.056
0.000 0.199 0.030
0.002 0.080 0.000